No. 1
74
Properties=species:S:1:pos:R:3 method="wB97M-V/def2-TZVPD" e_tot_ha=-11544.37464 largest_force_ev_per_a=1.85 spin_multiplicity=1 total_charge=0 relative_energy_kj_mol=120.9 homo_lumo_gap_ev="5.93 / 5.93"
Pt 0.675 -0.545 0.212
S 2.916 -0.369 -0.486
C 3.437 1.267 -0.126
C 4.811 1.489 -0.005
C 5.289 2.742 0.318
C 4.403 3.792 0.527
C 3.044 3.588 0.369
C 2.543 2.340 0.016
As 0.636 2.002 -0.128
C -0.044 3.846 0.064
C -0.161 4.696 -1.028
C -0.601 5.998 -0.859
C -0.929 6.460 0.406
C -0.823 5.617 1.500
C -0.389 4.312 1.329
C 0.366 1.815 -2.061
C 1.391 1.602 -2.973
C 1.106 1.407 -4.314
C -0.207 1.413 -4.755
C -1.238 1.630 -3.854
C -0.951 1.829 -2.517
H 5.494 0.663 -0.150
H 6.352 2.908 0.424
H 4.765 4.769 0.813
H 2.356 4.412 0.526
H 0.105 4.340 -2.017
H -0.680 6.656 -1.711
H -1.264 7.479 0.537
H -1.074 5.985 2.486
H -0.304 3.646 2.182
H 2.422 1.587 -2.637
H 1.909 1.244 -5.018
H -0.429 1.245 -5.798
H -2.264 1.637 -4.195
H -1.751 2.009 -1.803
Br -0.355 -0.478 5.393
C -1.639 -0.434 3.995
C -2.989 -0.396 4.292
C -3.925 -0.400 3.282
Br -5.778 -0.359 3.760
C -3.539 -0.434 1.933
C -4.424 -0.481 0.835
C -3.927 -0.543 -0.441
C -2.538 -0.539 -0.630
N -1.696 -0.479 0.374
C -2.145 -0.447 1.641
C -1.142 -0.484 2.682
O 0.096 -0.599 2.442
H -3.303 -0.379 5.325
H -5.489 -0.479 1.026
H -4.584 -0.591 -1.295
H -2.103 -0.590 -1.620
C 1.035 -4.034 -2.549
C -0.032 -4.253 -1.485
As 0.280 -3.081 0.094
C 1.937 -3.803 0.885
C 2.073 -5.315 1.007
C -1.148 -3.686 1.342
C -1.587 -5.146 1.292
H 0.809 -4.603 -3.449
H 2.011 -4.348 -2.180
H 1.095 -2.976 -2.810
H -0.048 -5.295 -1.158
H -1.022 -4.012 -1.885
H 2.010 -3.332 1.872
H 2.760 -3.401 0.285
H 1.339 -5.722 1.703
H 3.063 -5.571 1.383
H 1.947 -5.800 0.038
H -2.023 -3.060 1.145
H -0.792 -3.430 2.345
H -1.969 -5.404 0.304
H -2.392 -5.303 2.012
H -0.776 -5.825 1.546

---

No. 2
57
Properties=species:S:1:pos:R:3 method="wB97M-V/def2-TZVPD" e_tot_ha=-3799.63445 largest_force_ev_per_a=1.90 spin_multiplicity=1 total_charge=0 relative_energy_kj_mol=81.1 homo_lumo_gap_ev=7.41
Zr 0.624 0.609 -1.185
O 0.849 5.219 -0.067
C 0.886 3.895 -0.152
O 0.068 3.227 -0.736
C 2.004 3.252 0.584
C 2.821 3.905 1.481
C 3.715 3.141 2.225
C 3.724 1.770 2.061
C 2.864 1.208 1.130
N 2.043 1.935 0.385
C 2.707 -0.282 0.959
O 3.356 -1.061 1.612
O 1.790 -0.560 0.079
H 0.072 5.530 -0.554
H 2.741 4.974 1.605
H 4.370 3.614 2.944
H 4.365 1.116 2.635
O -0.454 4.927 -5.341
C -0.244 3.953 -4.682
C -1.304 3.049 -4.017
O -2.488 3.068 -4.216
C -0.526 2.182 -3.110
C 0.823 2.392 -3.253
O 1.690 1.698 -2.510
C 1.137 3.425 -4.238
O 2.211 3.812 -4.621
O -0.982 1.301 -2.245
Cl 2.561 -1.274 -2.569
C 1.588 -1.791 -3.969
Cl 0.363 -0.576 -4.340
H 1.091 -2.714 -3.696
H 2.245 -1.904 -4.822
S -0.795 0.698 1.089
P -1.183 -1.229 0.609
S -0.902 -1.567 -1.366
C -0.277 -2.458 1.569
C -0.644 -2.634 2.905
C -0.016 -3.594 3.678
C 0.982 -4.384 3.119
C 1.342 -4.216 1.791
C 0.713 -3.254 1.013
C -2.906 -1.586 1.034
C -3.361 -2.895 0.865
C -4.672 -3.216 1.164
C -5.537 -2.232 1.633
C -5.091 -0.931 1.787
C -3.775 -0.603 1.483
H -1.424 -2.019 3.339
H -0.306 -3.729 4.712
H 1.488 -5.124 3.727
H 2.120 -4.830 1.358
H 0.997 -3.112 -0.020
H -2.684 -3.660 0.502
H -5.024 -4.231 1.031
H -6.562 -2.485 1.874
H -5.768 -0.163 2.138
H -3.423 0.414 1.592

---

No. 3
110
Properties=species:S:1:pos:R:3 method="wB97M-V/def2-TZVPD" e_tot_ha=-8343.07823 largest_force_ev_per_a=1.53 spin_multiplicity=2 total_charge=+1 relative_energy_kj_mol=0.0 homo_lumo_gap_ev="7.30 / 4.13" s2=0.758
Y -0.394 -0.194 0.760
C 2.433 2.463 2.052
C 2.372 1.075 2.595
C 3.226 0.596 3.589
C 2.857 -0.711 3.783
N 1.841 -0.995 2.952
N 1.527 0.105 2.209
B 1.297 -2.442 2.694
N 1.557 -2.783 1.186
C 2.118 -3.877 0.647
C 2.344 -3.649 -0.691
C 1.842 -2.367 -0.915
C 1.878 -1.598 -2.191
N 1.330 -1.865 0.204
N -0.222 -2.588 2.952
C -0.801 -3.441 3.801
C -2.154 -3.427 3.581
C -2.352 -2.506 2.553
C -3.708 -2.165 2.027
N -1.172 -2.005 2.146
N 2.091 -3.351 3.621
C 3.357 -3.832 3.505
C 3.782 -4.232 4.747
C 2.705 -3.935 5.606
C 2.612 -4.134 7.083
N 1.712 -3.393 4.929
H 3.380 2.909 2.358
H 2.386 2.486 0.965
H 1.636 3.091 2.445
H 3.999 1.141 4.097
H 3.249 -1.440 4.464
H 2.304 -4.751 1.237
H 2.790 -4.314 -1.405
H 1.634 -2.240 -3.034
H 1.174 -0.764 -2.183
H 2.885 -1.206 -2.362
H -0.212 -3.982 4.519
H -2.909 -3.989 4.098
H -4.335 -1.815 2.847
H -3.698 -1.414 1.246
H -4.180 -3.066 1.633
H 3.893 -3.823 2.580
H 4.723 -4.679 5.002
H 3.168 -5.017 7.392
H 3.025 -3.277 7.617
H 1.573 -4.248 7.386
Se 0.763 2.074 -1.302
Se 2.009 2.182 -3.217
C 3.602 1.542 -2.357
C 4.740 1.306 -3.110
C 5.835 0.784 -2.432
C 5.731 0.535 -1.073
C 4.535 0.822 -0.424
N 3.484 1.320 -1.062
C -0.881 2.639 -2.152
C -1.245 3.967 -2.200
C -2.493 4.238 -2.749
C -3.273 3.186 -3.197
C -2.786 1.889 -3.098
N -1.596 1.614 -2.579
H 4.778 1.519 -4.169
H 6.753 0.578 -2.963
H 6.562 0.126 -0.518
H 4.411 0.655 0.638
H -0.607 4.748 -1.812
H -2.849 5.257 -2.806
H -4.257 3.356 -3.604
H -3.380 1.045 -3.416
C -4.314 1.085 1.903
S -3.539 1.164 0.300
O -3.001 2.492 0.138
O -4.485 0.716 -0.688
O -2.399 0.144 0.376
H -4.474 2.108 2.226
H -3.676 0.562 2.606
H -5.261 0.568 1.792
F -2.329 5.033 4.946
C -1.820 4.285 3.965
C -1.785 2.902 4.083
F -2.266 2.302 5.173
C -1.253 2.155 3.048
F -1.228 0.789 3.129
C -0.757 2.723 1.881
O -0.240 1.952 0.939
C -0.789 4.112 1.797
F -0.304 4.708 0.697
C -1.316 4.885 2.817
F -1.342 6.211 2.701
C -2.871 -2.315 -1.364
N -3.727 -3.136 -2.209
C -3.169 -4.483 -2.262
N -1.799 -4.482 -2.770
C -0.985 -3.638 -1.904
N -1.471 -2.245 -1.836
C -1.522 -1.716 -3.215
N -2.351 -2.522 -4.104
C -3.707 -2.571 -3.554
C -1.817 -3.885 -4.108
H -2.849 -2.752 -0.371
H -3.283 -1.311 -1.310
H -3.789 -5.103 -2.912
H -3.174 -4.912 -1.257
H 0.033 -3.642 -2.287
H -0.976 -4.054 -0.892
H -0.512 -1.694 -3.626
H -1.906 -0.692 -3.175
H -4.334 -3.180 -4.209
H -4.115 -1.559 -3.519
H -0.797 -3.866 -4.503
H -2.432 -4.506 -4.763

---

No. 4
94
Properties=species:S:1:pos:R:3 method="wB97M-V/def2-TZVPD" e_tot_ha=-32584.48604 largest_force_ev_per_a=7.60 spin_multiplicity=1 total_charge=0 homo_lumo_gap_ev=6.72 smiles="CC(C)=CCC[C@H](C)CCc1ccc2nsnc2c1CN.BrCCBr.BrCCBr.BrCCBr.BrCCBr.BrCCBr.BrCCBr"
C 1.510 -4.436 -3.743
C 1.578 -2.921 -3.046
C 1.285 -2.690 -1.426
C 1.903 -1.716 -3.869
C 1.945 -0.214 -3.152
C 2.462 0.951 -4.236
C 2.460 2.454 -3.598
C 2.828 2.457 -1.966
C 1.136 3.359 -3.848
C -0.173 2.610 -4.467
C -1.167 1.917 -3.313
C -1.698 2.838 -2.023
C -2.729 2.231 -0.854
C -3.230 0.660 -0.976
N -4.158 -0.138 -0.077
S -4.190 -1.755 -0.811
N -3.201 -1.735 -2.282
C -2.711 -0.284 -2.239
C -1.715 0.374 -3.363
C -1.239 -0.630 -4.599
N -2.258 -0.666 -5.717
H 1.349 -4.300 -4.895
H 0.602 -5.036 -3.257
H 2.531 -5.000 -3.496
H 0.489 -1.819 -1.246
H 2.282 -2.317 -0.931
H 0.939 -3.689 -0.886
H 2.178 -1.825 -5.026
H 0.950 0.075 -2.610
H 2.765 -0.315 -2.291
H 3.609 0.674 -4.422
H 1.952 0.847 -5.290
H 3.375 3.033 -4.101
H 3.708 1.660 -1.862
H 3.176 3.512 -1.585
H 1.915 2.002 -1.394
H 1.411 4.311 -4.514
H 0.825 3.820 -2.792
H 0.028 1.855 -5.337
H -0.852 3.469 -4.945
H -1.338 3.969 -1.961
H -3.089 2.944 0.005
H -1.035 -1.688 -4.096
H -0.192 -0.295 -5.042
H -2.067 0.081 -6.446
H -2.251 -1.604 -6.207
Br -6.026 3.395 4.515
C -5.377 2.694 2.815
C -4.101 1.905 3.000
Br -2.570 3.088 3.250
H -5.266 3.546 2.139
H -6.180 2.047 2.450
H -3.870 1.329 2.100
H -4.127 1.232 3.861
Br -2.693 -1.482 3.962
C -2.313 -0.430 5.560
C -1.310 -1.128 6.449
Br -2.143 -2.585 7.443
H -3.271 -0.239 6.051
H -1.906 0.515 5.187
H -0.931 -0.444 7.213
H -0.468 -1.557 5.900
Br -1.207 -6.056 -0.191
C -0.123 -6.739 1.280
C 1.137 -5.924 1.455
Br 2.461 -6.374 0.093
H 0.067 -7.795 1.073
H -0.761 -6.655 2.165
H 1.620 -6.160 2.407
H 0.970 -4.846 1.393
Br 1.297 -4.600 4.908
C 1.518 -5.652 6.536
C 1.744 -4.762 7.735
Br 3.570 -4.076 7.770
H 2.337 -6.353 6.354
H 0.583 -6.211 6.641
H 1.637 -5.331 8.663
H 1.078 -3.896 7.766
Br 3.241 2.373 3.313
C 1.831 1.817 4.541
C 1.569 0.332 4.436
Br 0.530 -0.089 2.840
H 0.953 2.430 4.319
H 2.205 2.072 5.537
H 0.954 -0.011 5.273
H 2.481 -0.268 4.390
Br 0.678 6.403 -2.021
C 1.472 7.976 -2.858
C 0.792 8.299 -4.168
Br 1.374 7.087 -5.583
H 2.542 7.777 -2.961
H 1.325 8.785 -2.138
H 1.078 9.296 -4.515
H -0.298 8.234 -4.121

---

No. 5
14
Properties=species:S:1:pos:R:3 method="wB97M-V/def2-TZVPD" e_tot_ha=-574.02152 largest_force_ev_per_a=3.90 spin_multiplicity=1 total_charge=0 relative_energy_kj_mol=366.1 homo_lumo_gap_ev="6.97 / 6.97"
C -1.307 -0.670 1.525
C -0.314 0.127 1.054
C -1.488 -1.971 0.908
C 1.614 1.367 -1.808
C 0.657 0.984 -0.950
C 0.588 -0.038 -0.005
P -0.630 -2.299 -0.495
H -1.996 -0.435 2.367
H -0.434 1.193 1.333
H -2.219 -2.612 1.306
H 1.588 2.298 -2.349
H 2.646 1.001 -1.908
H -0.233 1.571 -1.015
H 1.526 -0.515 0.037

---

No. 6
19
Properties=species:S:1:pos:R:3 method="wB97M-V/def2-TZVPD" e_tot_ha=-633.86600 largest_force_ev_per_a=5.28 spin_multiplicity=1 total_charge=0 relative_energy_kj_mol=311.5 homo_lumo_gap_ev=9.71 smiles="CC(C)S.C=C=C"
C 2.222 -1.355 -0.675
C 1.685 -0.348 0.285
C 2.420 0.985 -0.020
S -0.155 -0.145 0.178
H 3.199 -1.547 -0.238
H 1.700 -2.249 -0.751
H 2.444 -0.973 -1.734
H 2.045 -0.580 1.257
H 1.923 1.335 -0.942
H 3.503 0.781 -0.171
H 2.471 1.719 0.777
H -0.488 -1.448 0.648
C -3.019 0.049 1.375
C -3.270 0.578 0.259
C -3.680 0.940 -0.869
H -3.256 -0.899 1.742
H -2.384 0.741 1.870
H -2.848 1.066 -1.593
H -4.511 1.350 -1.397